No. 1
The following is a quantum chemistry calculation of a 12-piece molecular cluster, C46H112N16O14 overall at a distorted geometry, from the Open Molecules 2025 dataset.

Last column: Löwdin charge in e.
Geometry (Å):
C1 18.580 2.042 23.654  -0.04
C2 19.275 3.009 24.682  -0.47
C3 18.027 3.712 25.381  -0.13
C4 18.242 4.505 26.701  -0.15
C5 18.868 3.508 27.676  -0.16
C6 20.118 2.807 27.164  -0.51
N1 19.950 2.211 25.800  -0.13
O1 21.002 1.477 25.355  0.00
C7 21.246 3.771 27.226  -0.04
C8 20.373 1.607 28.122  -0.03
C9 20.145 3.921 23.894  -0.04
H1 19.235 1.316 23.171  0.08
H2 18.201 2.589 22.791  0.08
H3 17.776 1.540 24.192  0.07
H4 17.512 4.433 24.746  0.11
H5 17.290 2.930 25.566  0.10
H6 17.297 4.919 27.052  0.11
H7 18.971 5.265 26.419  0.10
H8 18.153 2.780 28.057  0.12
H9 19.090 3.959 28.643  0.12
H10 22.005 3.322 26.586  0.07
H11 21.135 4.765 26.794  0.08
H12 21.771 3.879 28.175  0.10
H13 19.651 0.804 27.973  0.08
H14 21.363 1.165 28.008  0.08
H15 20.313 1.912 29.167  0.08
H16 20.879 3.345 23.332  0.09
H17 20.701 4.473 24.652  0.07
H18 19.472 4.417 23.194  0.09
H19 21.731 2.044 25.620  0.07
C10 14.668 10.265 22.860  -0.03
C11 13.421 10.560 23.758  -0.44
C12 13.327 12.062 23.842  -0.15
C13 12.615 12.668 22.616  -0.20
C14 11.259 12.085 22.374  -0.14
C15 11.315 10.483 22.202  -0.46
N2 12.103 9.901 23.277  -0.11
O2 12.378 8.546 23.071  -0.03
C16 9.849 9.887 22.172  -0.02
C17 11.972 10.206 20.763  -0.02
C18 13.650 10.064 25.239  -0.03
H20 14.740 9.191 22.685  0.08
H21 15.534 10.627 23.414  0.09
H22 14.826 10.765 21.905  0.07
H23 12.642 12.342 24.642  0.12
H24 14.293 12.529 24.032  0.12
H25 13.200 12.507 21.710  0.10
H26 12.459 13.744 22.701  0.11
H27 10.692 12.586 21.590  0.12
H28 10.646 12.238 23.262  0.11
H29 9.974 8.804 22.185  0.06
H30 9.368 10.102 23.126  0.08
H31 9.390 10.121 21.212  0.08
H32 13.023 10.494 20.739  0.05
H33 11.870 9.127 20.644  0.07
H34 11.519 10.804 19.973  0.08
H35 12.731 9.872 25.792  0.08
H36 14.222 10.787 25.822  0.08
H37 14.112 9.099 25.444  0.07
H38 12.979 8.627 22.327  0.06
C19 10.749 -1.744 16.785  -0.05
C20 9.535 -2.251 16.036  -0.46
C21 8.237 -1.546 16.529  -0.14
C22 6.980 -1.559 15.630  -0.15
C23 7.406 -1.145 14.187  -0.15
C24 8.587 -1.890 13.630  -0.51
N3 9.768 -1.949 14.578  -0.08
O3 10.837 -2.688 13.988  -0.01
C25 8.175 -3.289 13.155  -0.03
C26 9.000 -1.008 12.448  -0.04
C27 9.266 -3.779 16.377  -0.04
H39 11.130 -0.771 16.476  0.09
H40 11.622 -2.371 16.606  0.08
H41 10.580 -1.710 17.861  0.09
H42 7.861 -2.064 17.412  0.11
H43 8.470 -0.546 16.894  0.11
H44 6.291 -0.803 16.006  0.11
H45 6.532 -2.552 15.677  0.10
H46 7.638 -0.084 14.278  0.11
H47 6.579 -1.314 13.497  0.12
H48 7.217 -3.315 12.635  0.08
H49 8.896 -3.810 12.524  0.09
H50 7.896 -3.871 14.033  0.06
H51 10.017 -1.140 12.078  0.08
H52 8.379 -1.110 11.558  0.09
H53 9.003 0.014 12.828  0.08
H54 10.110 -4.370 16.022  0.07
H55 8.310 -4.221 16.097  0.07
H56 9.249 -4.079 17.424  0.08
H57 10.566 -3.596 14.142  0.07
C28 2.463 4.867 22.204  -0.03
C29 3.666 4.766 23.168  -0.45
C30 3.576 3.415 24.041  -0.12
C31 4.054 2.110 23.400  -0.20
C32 5.501 2.434 22.888  -0.13
C33 5.620 3.595 21.826  -0.42
N4 4.950 4.840 22.412  -0.15
O4 5.060 5.949 21.555  -0.02
C34 7.119 3.850 21.579  -0.05
C35 4.851 3.164 20.461  -0.03
C36 3.735 5.972 24.172  -0.04
H58 1.592 4.239 22.391  0.07
H59 2.669 4.655 21.155  0.07
H60 2.055 5.850 22.437  0.07
H61 4.295 3.434 24.860  0.11
H62 2.536 3.168 24.259  0.11
H63 3.378 1.641 22.685  0.10
H64 4.235 1.335 24.144  0.10
H65 5.738 1.485 22.407  0.11
H66 6.070 2.671 23.787  0.11
H67 7.754 2.977 21.429  0.08
H68 7.327 4.513 20.740  0.08
H69 7.501 4.234 22.524  0.07
H70 3.883 2.665 20.438  0.07
H71 4.781 4.044 19.821  0.06
H72 5.568 2.624 19.843  0.06
H73 4.676 5.832 24.705  0.08
H74 2.909 5.828 24.868  0.08
H75 3.633 6.946 23.695  0.08
H76 5.654 6.505 22.064  0.10
C37 13.968 6.561 16.271  -0.23
C38 13.490 5.687 17.461  -0.25
O5 14.013 6.097 18.699  -0.07
O6 13.336 6.186 15.030  -0.07
H77 15.040 6.378 16.195  0.11
H78 13.924 7.647 16.354  0.12
H79 13.713 4.626 17.350  0.12
H80 12.414 5.805 17.588  0.12
H81 14.957 6.022 18.546  0.08
H82 13.793 6.695 14.356  0.08
C39 12.367 -5.715 21.043  -0.23
C40 11.675 -5.077 22.229  -0.28
O7 12.267 -3.902 22.688  -0.05
O8 13.604 -6.277 21.493  -0.07
H83 12.564 -5.038 20.212  0.12
H84 11.799 -6.569 20.674  0.12
H85 11.538 -5.809 23.025  0.12
H86 10.693 -4.747 21.892  0.12
H87 13.178 -4.029 22.963  0.08
H88 14.232 -5.553 21.445  0.07
C41 16.592 -2.287 25.681  -0.84
O9 16.240 -3.182 24.976  0.04
N5 15.730 -1.773 26.460  0.17
N6 17.856 -1.889 25.805  0.17
H89 14.812 -2.120 26.224  0.13
H90 16.084 -1.087 27.112  0.12
H91 18.609 -2.422 25.393  0.11
H92 18.039 -0.924 26.041  0.09
C42 9.519 5.828 26.640  -0.81
O10 8.826 5.087 27.334  0.02
N7 9.040 6.521 25.646  0.16
N8 10.759 6.044 26.739  0.17
H93 9.564 7.276 25.227  0.10
H94 8.184 6.307 25.156  0.11
H95 11.392 5.581 27.376  0.13
H96 11.258 6.671 26.124  0.11
C43 8.811 -3.450 27.782  -0.84
O11 9.780 -2.748 27.836  0.04
N9 8.595 -4.401 28.631  0.16
N10 8.059 -3.497 26.736  0.17
H97 9.184 -4.412 29.452  0.12
H98 7.880 -5.092 28.450  0.11
H99 7.191 -3.981 26.914  0.11
H100 8.209 -2.940 25.907  0.13
C44 12.331 2.057 23.356  -0.73
O12 12.599 1.213 22.506  0.01
N11 11.551 1.739 24.386  0.15
N12 12.593 3.365 23.274  0.15
H101 11.306 0.775 24.560  0.11
H102 11.081 2.478 24.889  0.10
H103 12.449 4.040 24.012  0.10
H104 12.833 3.748 22.371  0.11
C45 12.622 2.115 30.213  -0.78
O13 13.259 3.155 30.080  0.01
N13 12.416 1.291 29.262  0.16
N14 12.176 1.572 31.358  0.15
H105 12.807 1.691 28.421  0.12
H106 11.850 0.462 29.376  0.12
H107 11.590 0.749 31.360  0.10
H108 12.400 1.994 32.247  0.11
C46 16.145 -1.495 18.982  -0.79
O14 16.712 -1.872 17.956  0.02
N15 15.949 -2.302 19.995  0.14
N16 15.625 -0.350 19.280  0.17
H109 16.282 -3.244 19.848  0.12
H110 15.462 -2.045 20.842  0.11
H111 15.024 -0.359 20.092  0.11
H112 15.559 0.254 18.473  0.12

Computed properties:
lowest unoccupied orbital energy: -0.11 eV
multiplicity: 1
frontier orbital gap: 8.0 eV
max |F|: 0.156 Eh/bohr
highest occupied orbital energy: -0.29851 Ha
calculated total energy: -102017.63714 eV

***

No. 2
The following is a quantum chemistry calculation of a 6-piece molecular cluster, C22H36BF4N5O4 overall at a distorted geometry, from the Open Molecules 2025 dataset.

Last column: Löwdin charge in e.
Geometry (Å):
C1 1.725 -0.660 1.855  -0.08
C2 2.088 -1.104 0.449  -0.24
C3 1.380 -0.385 -0.696  -0.21
C4 -0.039 0.073 -0.440  -0.22
C5 -1.119 -0.985 -0.495  -0.18
C6 -1.738 -1.357 0.839  -0.13
C7 -2.668 -0.319 1.472  -0.14
O1 -1.957 0.442 2.505  0.07
C8 -2.489 1.583 2.985  -0.33
O2 -2.509 1.862 4.198  0.15
C9 -3.032 2.637 1.974  -0.35
F1 -4.182 2.199 1.358  0.11
F2 -3.334 3.758 2.692  0.13
C10 -2.007 3.035 0.910  -0.25
F3 -0.788 3.035 1.543  0.08
F4 -2.267 4.309 0.480  0.08
B1 -3.869 -1.107 2.172  -0.59
O3 -3.592 -2.191 2.968  0.20
O4 -5.156 -0.686 2.019  0.08
C11 -5.980 -1.473 1.145  -0.21
C12 -6.579 -0.600 0.077  -0.05
H1 1.037 -1.339 2.329  0.06
H2 1.343 0.346 1.896  0.06
H3 2.608 -0.674 2.473  0.07
H4 3.143 -0.920 0.315  0.08
H5 1.972 -2.155 0.328  0.05
H6 1.349 -1.019 -1.567  0.09
H7 1.953 0.501 -0.933  0.10
H8 -0.265 0.757 -1.247  0.08
H9 -0.102 0.642 0.468  0.08
H10 -1.927 -0.608 -1.111  0.11
H11 -0.769 -1.879 -0.982  0.08
H12 -2.290 -2.274 0.681  0.11
H13 -0.961 -1.551 1.561  0.11
H14 -3.025 0.318 0.678  0.13
H15 -2.014 2.400 0.033  0.16
H16 -3.270 -2.960 2.503  0.10
H17 -5.404 -2.265 0.690  0.12
H18 -6.758 -1.914 1.746  0.12
H19 -6.748 -1.156 -0.831  0.07
H20 -7.521 -0.198 0.407  0.08
H21 -5.917 0.220 -0.137  0.07
C13 2.395 -5.550 -0.895  -0.07
C14 1.302 -4.691 -0.483  -0.25
N1 0.459 -3.973 -0.159  0.16
H22 2.015 -6.332 -1.549  0.09
H23 3.136 -4.967 -1.430  0.05
H24 2.864 -6.008 -0.028  0.09
C15 1.235 5.863 1.734  -0.06
C16 2.408 5.094 1.375  -0.26
N2 3.306 4.429 1.087  0.14
H25 0.346 5.275 1.517  0.06
H26 1.257 6.095 2.796  0.09
H27 1.202 6.788 1.164  0.09
C17 2.186 -3.898 -4.731  -0.06
C18 3.357 -4.497 -4.118  -0.28
N3 4.276 -4.972 -3.605  0.13
H28 2.316 -2.821 -4.800  0.08
H29 2.042 -4.308 -5.728  0.08
H30 1.305 -4.108 -4.126  0.08
C19 6.182 2.594 0.789  -0.08
C20 5.980 1.158 0.841  -0.28
N4 5.820 0.015 0.881  0.13
H31 6.385 2.899 -0.235  0.08
H32 5.287 3.102 1.139  0.03
H33 7.026 2.871 1.417  0.08
C21 1.467 2.709 -3.620  -0.06
C22 0.868 1.411 -3.851  -0.29
N5 0.395 0.373 -4.017  0.14
H34 1.134 3.096 -2.662  0.08
H35 2.550 2.619 -3.601  0.09
H36 1.174 3.396 -4.411  0.08

Computed properties:
relative energy (zero: lowest compared OMol25 entry of this formula, charge and spin): 0.0 kJ/mol
lowest unoccupied orbital energy: 0.25 eV
multiplicity: 1
frontier orbital gap: 10.1 eV
max |F|: 0.081 Eh/bohr
highest occupied orbital energy: -0.36352 Ha
calculated total energy: -50584.33532 eV

***

No. 3
The following is a quantum chemistry calculation of C9H20N3O7S as an isolated structure at a distorted geometry, from the Open Molecules 2025 dataset.

Last column: Löwdin charge in e.
Geometry (Å):
C1 1.723 -0.803 1.172  -0.05
C2 1.150 0.119 0.096  -0.26
N1 -0.036 -0.457 -0.582  -0.24
S1 -1.471 0.242 -0.161  1.12
N2 -1.505 0.450 1.516  -0.14
N3 -2.601 -1.000 -0.362  -0.07
C3 -2.481 -1.840 0.559  -0.37
O1 -2.404 -2.580 1.406  0.31
H1 1.001 -1.553 1.468  0.07
H2 2.014 -0.245 2.045  0.08
H3 2.593 -1.306 0.784  0.07
H4 1.902 0.213 -0.663  0.11
H5 0.958 1.103 0.489  0.10
H6 -0.069 -1.470 -0.530  0.10
H7 -1.034 1.312 1.769  0.07
H8 -2.490 0.577 1.749  0.08
C4 -6.415 -0.620 -1.586  -0.04
O2 -7.082 0.632 -1.438  0.02
C5 -6.396 1.557 -0.779  -0.63
O3 -5.289 1.420 -0.315  0.08
O4 -7.133 2.654 -0.720  0.02
C6 -6.527 3.753 -0.035  -0.03
H9 -7.088 -1.268 -2.138  0.10
H10 -5.491 -0.499 -2.151  0.09
H11 -6.210 -1.063 -0.613  0.09
H12 -5.610 4.058 -0.536  0.10
H13 -6.325 3.495 1.002  0.10
H14 -7.239 4.571 -0.068  0.10
C7 6.757 0.890 -1.518  -0.04
O5 7.423 -0.161 -0.818  0.02
C8 6.625 -0.954 -0.115  -0.63
O6 5.427 -0.855 -0.026  0.10
O7 7.376 -1.876 0.475  0.02
C9 6.654 -2.812 1.277  -0.04
H15 7.524 1.450 -2.043  0.10
H16 6.053 0.483 -2.242  0.10
H17 6.245 1.551 -0.821  0.10
H18 5.945 -3.371 0.669  0.10
H19 6.138 -2.304 2.090  0.10
H20 7.387 -3.496 1.691  0.10

Computed properties:
lowest unoccupied orbital energy: -4.18 eV
multiplicity: 1
frontier orbital gap: 8.8 eV
total charge: +1
max |F|: 0.031 Eh/bohr
highest occupied orbital energy: -0.47882 Ha
calculated total energy: -39287.02151 eV